Entry from the Open Molecules 2025 dataset: C35H55N7Ta as an isolated structure in a non-equilibrium geometry (ωB97M-V/def2-TZVPD).

Last column: Löwdin charge in e.
Positions of all 98 atoms, in Å:
Ta  0.058  -0.477  -1.007  1.713
C  -2.296  -2.855  -2.889  -0.061
C  -1.727  -3.861  -1.885  -0.368
C  -0.202  -3.969  -1.895  -0.052
C  -2.337  -3.643  -0.516  -0.134
C  -2.999  -4.741  0.017  -0.032
C  -3.731  -4.675  1.186  -0.052
C  -3.924  -3.442  1.774  -0.034
C  -3.292  -2.307  1.286  -0.137
C  -3.728  -0.976  1.872  -0.383
C  -3.532  -0.884  3.388  -0.052
C  -5.209  -0.764  1.542  -0.045
C  -2.372  -2.428  0.209  -0.146
N  -1.463  -1.384  -0.021  -0.105
C  -1.007  -0.747  1.099  -0.268
C  -0.503  0.518  1.097  -0.261
N  -0.296  1.228  -0.047  -0.140
C  -0.078  2.602  0.151  -0.161
C  -1.041  3.319  0.890  -0.149
C  -0.689  4.535  1.453  -0.025
C  0.571  5.069  1.256  -0.049
C  1.433  4.450  0.370  -0.033
C  1.125  3.232  -0.221  -0.139
C  2.044  2.688  -1.288  -0.382
C  1.996  3.644  -2.486  -0.058
C  3.496  2.545  -0.826  -0.053
C  -2.470  2.833  0.956  -0.378
C  -3.329  3.757  0.086  -0.043
C  -3.024  2.781  2.377  -0.054
H  -2.098  -3.192  -3.903  0.081
H  -1.876  -1.861  -2.750  0.030
H  -3.375  -2.799  -2.765  0.092
H  -2.083  -4.849  -2.203  0.130
H  0.297  -3.024  -1.650  0.018
H  0.126  -4.273  -2.884  0.081
H  0.127  -4.732  -1.191  0.089
H  -2.939  -5.684  -0.504  0.116
H  -4.192  -5.564  1.588  0.111
H  -4.587  -3.365  2.621  0.113
H  -3.174  -0.161  1.400  0.099
H  -4.106  -1.657  3.893  0.078
H  -3.877  0.083  3.747  0.074
H  -2.487  -0.995  3.675  0.072
H  -5.824  -1.501  2.050  0.080
H  -5.376  -0.852  0.471  0.089
H  -5.523  0.226  1.865  0.075
H  -1.084  -1.278  2.044  0.134
H  -0.212  0.987  2.034  0.146
H  -1.402  5.066  2.062  0.115
H  0.852  5.987  1.750  0.111
H  2.372  4.924  0.133  0.113
H  1.678  1.706  -1.613  0.074
H  2.376  4.621  -2.201  0.083
H  0.979  3.769  -2.852  0.089
H  2.615  3.265  -3.293  0.074
H  3.949  3.521  -0.675  0.081
H  4.069  2.022  -1.587  0.086
H  3.570  1.991  0.105  0.041
H  -2.535  1.833  0.510  0.114
H  -3.340  4.766  0.490  0.083
H  -4.348  3.381  0.051  0.083
H  -2.937  3.795  -0.928  0.087
H  -3.069  3.777  2.808  0.078
H  -2.407  2.155  3.019  0.075
H  -4.032  2.374  2.359  0.074
C  5.661  0.398  2.856  -0.070
C  5.366  -1.016  3.357  -0.394
C  5.923  -2.082  2.417  -0.065
C  3.855  -1.226  3.580  -0.102
N  3.126  -1.063  2.358  -0.081
C  2.750  0.077  1.754  -0.109
N  2.151  -0.238  0.630  -0.010
N  2.163  -1.573  0.568  -0.038
N  2.743  -2.064  1.585  0.100
H  6.724  0.603  2.940  0.089
H  5.136  1.143  3.454  0.081
H  5.383  0.526  1.810  0.071
H  5.835  -1.139  4.338  0.142
H  5.455  -2.042  1.435  0.072
H  5.762  -3.074  2.829  0.084
H  6.991  -1.944  2.282  0.086
H  3.476  -0.498  4.302  0.139
H  3.670  -2.238  3.945  0.138
H  2.879  1.061  2.149  0.142
C  -0.844  0.156  -4.814  -0.034
C  0.470  -0.330  -4.178  -0.718
C  0.864  -1.707  -4.741  -0.039
C  1.585  0.685  -4.488  -0.048
N  0.318  -0.431  -2.777  -0.216
H  -0.664  0.455  -5.841  0.088
H  -1.223  1.006  -4.251  0.081
H  -1.589  -0.634  -4.797  0.068
H  1.055  -1.625  -5.807  0.088
H  0.063  -2.420  -4.574  0.054
H  1.766  -2.056  -4.244  0.084
H  1.787  0.701  -5.554  0.089
H  2.492  0.409  -3.959  0.083
H  1.269  1.671  -4.169  0.057

- Maximum force: 2.12 eV/A
- Frontier orbital gap: 7.4643 eV
- E: -49164.3757 eV
- ΔE to the lowest compared entry with this formula, charge and spin: 97.6 kJ/mol
- HOMO energy: -10.53 eV
- Charge: +1


Entry from the Open Molecules 2025 dataset: C35H58AsN3O3S2SiTc as an isolated structure (ωB97M-V/def2-TZVPD).

Last column: Mulliken spin population.
Positions of all 104 atoms, in Å:
Tc  0.072  -1.461  -0.151  2.816
C  -2.362  -1.997  2.566  0.010
C  -1.884  -0.562  2.478  0.000
C  -3.048  0.393  2.686  0.002
C  -0.770  -0.265  3.464  0.007
O  -1.342  -0.364  1.082  -0.057
Si  -1.345  1.129  0.256  0.032
S  -0.295  0.472  -1.498  0.214
O  -2.781  1.742  -0.097  0.032
C  -3.926  1.478  -0.943  0.008
C  -3.666  2.134  -2.290  0.003
C  -4.108  -0.021  -1.100  -0.019
C  -5.115  2.109  -0.237  0.002
O  -0.523  2.106  1.221  0.034
C  -0.430  3.559  1.351  -0.005
C  0.897  3.802  2.049  0.001
C  -1.600  4.027  2.199  0.001
C  -0.464  4.201  -0.026  -0.002
H  -2.961  -2.112  3.469  0.000
H  -1.532  -2.699  2.625  0.000
H  -2.989  -2.251  1.710  -0.004
H  -3.422  0.253  3.700  0.000
H  -3.865  0.192  1.996  -0.001
H  -2.743  1.433  2.589  -0.001
H  -1.155  -0.384  4.477  0.001
H  -0.405  0.754  3.344  -0.003
H  0.054  -0.964  3.346  0.000
H  -2.777  1.710  -2.759  0.000
H  -3.513  3.206  -2.167  0.000
H  -4.520  1.988  -2.952  0.000
H  -3.226  -0.442  -1.583  0.019
H  -4.984  -0.224  -1.718  0.000
H  -4.249  -0.512  -0.135  -0.002
H  -4.937  3.173  -0.079  -0.001
H  -5.285  1.639  0.731  0.000
H  -6.017  1.998  -0.839  0.001
H  0.904  3.318  3.027  0.000
H  1.063  4.870  2.191  0.000
H  1.716  3.391  1.458  0.000
H  -1.579  3.550  3.180  0.000
H  -2.546  3.799  1.706  0.000
H  -1.545  5.106  2.346  0.000
H  0.321  3.794  -0.662  0.005
H  -0.308  5.276  0.062  0.000
H  -1.428  4.038  -0.509  0.001
C  4.095  4.485  -0.502  0.000
C  4.115  3.047  -1.037  -0.001
C  3.111  2.943  -2.184  0.001
C  5.515  2.726  -1.586  0.000
C  3.813  2.056  0.086  0.009
C  4.651  2.033  1.219  -0.003
C  4.524  1.087  2.209  0.003
C  3.520  0.132  2.068  -0.001
S  3.246  -1.283  3.036  0.022
C  1.983  -1.745  1.995  0.036
N  1.712  -0.885  1.024  -0.105
C  2.628  0.176  0.999  0.050
C  2.778  1.140  0.001  -0.050
C  1.254  -3.006  2.047  -0.092
C  1.470  -3.974  3.021  -0.019
C  0.765  -5.165  2.954  0.058
C  -0.138  -5.380  1.917  -0.029
C  -0.359  -4.401  0.957  0.057
C  0.321  -3.184  1.004  -0.014
H  4.326  5.178  -1.312  0.000
H  4.833  4.646  0.283  0.000
H  3.113  4.747  -0.105  0.000
H  3.354  3.683  -2.946  0.001
H  2.093  3.133  -1.846  0.001
H  3.136  1.962  -2.665  -0.001
H  5.764  3.412  -2.396  0.000
H  5.556  1.707  -1.978  0.000
H  6.281  2.824  -0.817  0.000
H  5.450  2.758  1.302  0.000
H  5.206  1.062  3.048  0.000
H  2.091  1.150  -0.831  0.026
H  2.182  -3.811  3.822  0.003
H  0.923  -5.929  3.702  0.002
H  -0.675  -6.318  1.866  0.000
H  -1.084  -4.590  0.175  0.008
C  -3.806  -4.601  -2.430  -0.001
N  -3.215  -3.276  -2.659  0.026
C  -3.666  -2.501  -3.825  -0.002
C  -2.269  -2.822  -1.909  0.049
N  -1.417  -2.398  -1.244  -0.102
H  -3.548  -5.265  -3.254  0.001
H  -4.888  -4.499  -2.367  0.001
H  -3.431  -5.012  -1.497  0.001
H  -3.419  -3.041  -4.738  0.002
H  -3.177  -1.530  -3.828  0.002
H  -4.744  -2.361  -3.763  0.001
C  2.121  -1.355  -3.295  -0.002
As  1.802  -2.415  -1.720  -0.040
C  1.343  -4.178  -2.344  0.007
C  3.527  -2.612  -0.888  0.004
H  2.886  -1.837  -3.902  -0.004
H  2.456  -0.366  -2.988  0.005
H  1.199  -1.257  -3.864  0.000
H  2.155  -4.576  -2.950  -0.002
H  0.434  -4.127  -2.942  0.000
H  1.174  -4.818  -1.479  0.002
H  4.205  -3.101  -1.587  -0.003
H  3.426  -3.221  0.009  0.001
H  3.917  -1.629  -0.626  0.001

- Maximum force: 0.38 eV/A
- Frontier orbital gap (alpha / beta): 8.0710 / 6.4735 eV
- 2S+1: 4
- E: -140428.4441 eV
- ΔE to the lowest compared entry with this formula, charge and spin: 0.0 kJ/mol
- HOMO energy (alpha / beta): -13.50 / -13.55 eV
- Charge: +2


Entry from the Open Molecules 2025 dataset: a 3-piece molecular cluster, C35H58BClFO13PS overall in a non-equilibrium geometry (ωB97M-V/def2-TZVPD).

Last column: Löwdin charge in e.
Positions of all 111 atoms, in Å:
C  4.331  -2.502  3.006  -0.095
C  4.387  -3.679  1.818  -0.236
O  3.583  -3.345  0.635  -0.211
C  4.399  -3.066  -0.553  -0.166
C  4.151  -1.594  -1.239  -0.171
O  2.750  -1.305  -1.588  -0.228
C  2.114  -0.464  -0.526  -0.147
C  0.512  -0.201  -0.743  -0.306
P  0.051  -0.485  -2.622  0.960
C  0.131  -2.315  -3.129  -0.295
O  1.250  0.290  -3.670  -0.386
C  -0.220  -1.520  -0.068  -0.261
F  0.657  -2.758  -0.084  -0.041
O  -0.649  -1.434  1.308  -0.168
S  -1.840  -0.191  1.556  0.915
O  -3.182  -1.019  1.445  -0.331
O  -1.755  0.143  3.047  -0.318
C  -1.652  1.192  0.310  -0.271
C  -2.700  0.701  -0.857  -0.191
O  -4.145  0.950  -0.515  -0.186
C  -4.996  -0.086  -1.116  -0.149
C  -5.994  -0.987  -0.121  0.029
C  -6.985  -2.132  -0.765  -0.050
C  -6.990  -2.386  -2.385  -0.077
C  -6.009  -1.456  -3.343  -0.069
C  -4.989  -0.307  -2.741  -0.005
C  -2.246  2.674  0.777  -0.059
C  -2.261  3.267  2.319  0.017
C  -2.847  4.756  2.759  -0.052
C  -3.496  5.784  1.661  -0.064
C  -3.513  5.246  0.114  -0.061
C  -2.914  3.778  -0.297  -0.008
C  -0.045  1.272  -0.175  -0.182
B  0.712  1.624  1.295  -0.437
O  1.258  0.647  2.252  0.044
O  0.858  3.024  1.834  -0.105
C  2.040  3.128  2.702  -0.105
C  0.335  2.568  -1.073  -0.498
Cl  -0.626  2.840  -2.682  0.556
C  1.855  2.808  -1.572  -0.264
C  2.839  3.701  -0.553  -0.103
H  3.605  -1.625  2.692  0.074
H  3.840  -2.976  3.986  0.081
H  5.400  -2.146  3.331  0.071
H  3.859  -4.625  2.320  0.129
H  5.489  -4.008  1.603  0.117
H  5.553  -3.191  -0.414  0.127
H  4.076  -3.868  -1.376  0.145
H  4.754  -1.607  -2.269  0.143
H  4.654  -0.740  -0.598  0.133
H  2.800  0.480  -0.460  0.121
H  2.378  -1.032  0.494  0.141
H  -0.783  -2.885  -2.623  0.064
H  -0.016  -2.430  -4.300  0.070
H  1.108  -2.889  -2.845  0.054
H  0.764  0.644  -4.496  0.073
H  -1.155  -1.912  -0.701  0.147
H  -2.699  -0.478  -1.047  0.124
H  -2.594  1.169  -1.907  0.080
H  -6.015  -0.790  1.056  0.104
H  -7.681  -2.772  -0.076  0.085
H  -7.670  -3.212  -2.861  0.076
H  -5.992  -1.600  -4.522  0.081
H  -4.288  0.386  -3.381  0.095
H  -1.790  2.669  3.202  0.087
H  -2.793  5.101  3.901  0.093
H  -3.902  6.810  2.051  0.085
H  -3.987  5.962  -0.716  0.096
H  -3.040  3.511  -1.454  0.078
H  0.798  0.672  3.142  0.127
H  3.018  2.664  2.259  0.102
H  1.752  2.710  3.774  0.116
H  2.248  4.287  2.854  0.119
H  0.034  3.579  -0.508  0.131
H  1.816  3.563  -2.505  0.106
H  2.426  1.890  -2.019  0.091
H  3.640  4.308  -1.188  0.089
H  3.448  2.958  0.125  0.067
H  2.178  4.470  0.072  0.098
C  8.112  1.959  -5.368  -0.111
O  8.111  0.704  -4.695  -0.195
C  8.691  0.790  -3.389  -0.193
C  7.612  0.808  -2.302  -0.192
O  6.848  2.017  -2.351  -0.192
C  5.576  1.826  -2.960  -0.102
H  7.485  1.870  -6.260  0.090
H  7.709  2.757  -4.738  0.083
H  9.131  2.211  -5.678  0.087
H  9.346  1.665  -3.308  0.125
H  9.309  -0.104  -3.256  0.122
H  8.101  0.781  -1.323  0.123
H  6.961  -0.071  -2.379  0.112
H  4.919  1.273  -2.282  0.068
H  5.658  1.293  -3.911  0.090
H  5.135  2.808  -3.151  0.088
C  -5.054  -3.113  2.675  -0.107
O  -6.438  -3.446  2.667  -0.210
C  -6.736  -4.543  3.536  -0.195
C  -7.373  -4.059  4.842  -0.196
O  -6.436  -3.320  5.633  -0.196
C  -6.651  -1.915  5.549  -0.110
H  -4.927  -2.158  2.158  0.031
H  -4.668  -3.010  3.693  0.092
H  -4.486  -3.881  2.140  0.097
H  -5.839  -5.142  3.734  0.125
H  -7.455  -5.179  3.010  0.120
H  -7.667  -4.932  5.433  0.120
H  -8.275  -3.466  4.645  0.123
H  -7.552  -1.644  6.109  0.085
H  -6.746  -1.581  4.512  0.082
H  -5.793  -1.409  5.999  0.090

- Maximum force: 9.66 eV/A
- SMILES string: CCOCCOC[C@@]1(P(C)O)[C@@H](F)OS(=O)(=O)[C@@](COc2ccccc2)(c2ccccc2)[C@]1(B(O)OC)[C@H](Cl)CC.COCCOC.COCCOC
- Frontier orbital gap: 7.6554 eV
- E: -99865.6463 eV
- HOMO energy: -8.10 eV